Record 1
This record from OMol25 describes a cluster of 12 separate species, C17H56ClF3NO12 in total in a non-equilibrium geometry. The level of theory is wB97M-V/def2-TZVPD.

Last column: Mulliken charge in e.
CARTESIAN COORDINATES (ANGSTROEM)
O (-1.8719, -1.0858, -0.5440)  -0.464
C (-0.5254, -1.2672, -0.9003)  0.006
C (-0.1219, -2.5392, -0.1840)  -1.200
N (1.2761, -2.9672, -0.4390)  0.118
C (2.3169, -2.1366, 0.2639)  -0.846
C (2.6073, -2.6872, 1.6736)  -0.355
C (2.8523, -1.6080, 2.7227)  -0.567
Cl (3.7143, -0.1782, 2.0930)  -0.177
C (-0.4100, -1.3527, -2.4574)  0.817
F (-0.1391, -2.5597, -2.9179)  -0.332
F (0.5011, -0.4979, -2.8464)  -0.324
F (-1.5227, -0.9802, -3.0058)  -0.236
H (-2.0750, -0.1400, -0.5256)  0.367
H (0.0024, -0.3773, -0.5589)  0.505
H (-0.2218, -2.3451, 0.8788)  0.296
H (-0.8295, -3.3261, -0.4220)  0.538
H (1.3667, -3.9312, -0.0874)  0.281
H (1.5296, -3.0124, -1.4277)  0.458
H (2.0869, -1.0769, 0.2485)  0.436
H (3.2296, -2.2573, -0.3091)  0.395
H (3.4835, -3.3253, 1.6468)  0.328
H (1.7658, -3.3149, 1.9722)  0.321
H (3.4791, -2.0333, 3.4923)  0.389
H (1.9419, -1.3302, 3.2244)  0.239
C (0.1620, 3.3552, -2.2307)  -0.240
O (0.4652, 2.0329, -1.7521)  -0.437
H (0.3160, 4.0606, -1.4196)  0.066
H (0.8196, 3.6122, -3.0600)  0.216
H (-0.8789, 3.4035, -2.5573)  0.165
H (0.3228, 1.4299, -2.4843)  0.244
C (-2.9808, 1.3914, -3.6834)  -0.595
O (-3.2404, 2.7861, -3.7423)  -0.525
H (-3.0779, 1.0706, -2.6481)  0.162
H (-3.6993, 0.8412, -4.2976)  0.358
H (-1.9665, 1.1839, -4.0315)  0.241
H (-3.1494, 3.0589, -4.6623)  0.329
C (-6.4158, 2.7002, -3.8051)  -0.375
O (-7.6809, 3.0505, -4.3569)  -0.535
H (-5.7773, 3.5768, -3.8279)  0.191
H (-6.5304, 2.3687, -2.7691)  0.256
H (-5.9532, 1.9054, -4.3977)  0.175
H (-8.2394, 2.2667, -4.3327)  0.299
C (-5.2637, -2.6464, -0.1964)  -0.546
O (-4.5729, -1.4389, 0.1044)  -0.464
H (-5.7678, -2.9811, 0.7063)  0.242
H (-6.0074, -2.4794, -0.9790)  0.260
H (-4.5602, -3.4194, -0.5212)  0.233
H (-4.1328, -1.1556, -0.7023)  0.280
C (-0.1521, 6.9638, 0.4439)  -0.574
O (-0.3582, 6.7205, -0.9447)  -0.437
H (0.8048, 6.5302, 0.7238)  0.211
H (-0.1301, 8.0373, 0.6463)  0.296
H (-0.9432, 6.4973, 1.0365)  0.259
H (-1.2076, 7.1075, -1.1822)  0.270
C (0.7298, 4.1922, -5.9896)  -0.581
O (0.2109, 5.1230, -5.0485)  -0.453
H (0.3464, 3.2046, -5.7365)  0.145
H (0.4102, 4.4508, -7.0020)  0.341
H (1.8220, 4.1739, -5.9489)  0.289
H (0.5579, 5.9904, -5.2871)  0.241
C (3.4883, -6.1914, -0.0747)  -0.366
O (2.1487, -5.9207, -0.5112)  -0.544
H (4.0683, -5.2749, -0.1538)  0.213
H (3.4734, -6.5216, 0.9644)  0.060
H (3.9401, -6.9583, -0.7044)  0.329
H (1.6459, -6.7391, -0.4364)  0.283
C (3.3516, -7.0359, 4.1364)  -0.655
O (3.3193, -5.7329, 3.5508)  -0.413
H (3.8908, -7.6963, 3.4618)  0.203
H (3.8682, -7.0090, 5.0972)  0.305
H (2.3378, -7.4171, 4.2767)  0.302
H (2.8405, -5.1570, 4.1578)  0.264
C (1.7088, -1.7552, 6.7065)  -0.531
O (1.4148, -2.0286, 5.3284)  -0.447
H (2.6850, -2.1760, 6.9349)  0.271
H (1.7321, -0.6788, 6.8781)  0.282
H (0.9594, -2.2103, 7.3502)  0.153
H (0.5481, -1.6496, 5.1458)  0.247
C (0.1466, -2.8149, 10.1124)  -0.501
O (0.1062, -1.5244, 9.5062)  -0.493
H (0.6710, -3.4890, 9.4386)  0.202
H (0.6819, -2.7744, 11.0633)  0.258
H (-0.8650, -3.1919, 10.2785)  0.259
H (-0.3590, -0.9370, 10.1113)  0.294
C (2.2000, 8.3459, -4.3434)  -0.494
O (2.2815, 7.8809, -5.6923)  -0.516
H (1.9895, 7.4965, -3.6977)  0.167
H (3.1480, 8.7995, -4.0459)  0.301
H (1.3948, 9.0783, -4.2494)  0.273
H (2.4656, 8.6478, -6.2448)  0.292

Calculated values
Net charge   +1
LUMO   -0.086 hartree
DFT total energy   -65261.2362 eV
Highest occupied orbital energy   -0.42399 hartree

***

Record 2
This record from OMol25 describes a cluster of 11 separate species, C17H56O11 in total in a non-equilibrium geometry. The level of theory is wB97M-V/def2-TZVPD.

Last column: Mulliken charge in e.
CARTESIAN COORDINATES (ANGSTROEM)
C (-0.4078, 0.1621, -0.4893)  -1.204
C (-1.0468, -0.8412, 0.5483)  0.653
C (-0.1009, -1.8400, 1.1300)  -1.371
O (-1.4918, -0.0214, 1.6039)  -0.548
H (0.2837, 0.9157, -0.1124)  0.306
H (-1.2356, 0.6626, -0.9917)  0.341
H (0.1560, -0.4079, -1.2277)  0.322
H (-1.9094, -1.3602, 0.1305)  0.184
H (0.5541, -2.3189, 0.4021)  0.360
H (-0.5804, -2.6764, 1.6385)  0.305
H (0.6484, -1.3311, 1.7365)  0.340
H (-2.1836, 0.5294, 1.2304)  0.311
C (3.3048, 5.6072, 2.7640)  -1.178
C (3.3667, 4.8399, 4.1561)  0.271
C (2.6638, 3.4350, 4.0501)  -1.138
O (4.7091, 4.5998, 4.4319)  -0.544
H (2.3024, 5.8875, 2.4403)  0.346
H (3.7975, 5.1254, 1.9194)  0.312
H (3.9374, 6.4906, 2.8503)  0.343
H (2.9537, 5.5009, 4.9181)  0.298
H (3.1531, 2.8378, 3.2806)  0.289
H (1.6424, 3.5024, 3.6756)  0.329
H (2.5212, 2.8705, 4.9715)  0.309
H (5.0687, 4.0540, 3.7287)  0.364
C (7.4347, 3.1225, -4.8142)  -1.098
C (6.9596, 2.9226, -3.3528)  0.270
C (5.6942, 2.0675, -3.1821)  -1.130
O (8.0218, 2.1809, -2.6825)  -0.555
H (7.7648, 2.1809, -5.2529)  0.292
H (8.1989, 3.8895, -4.9404)  0.305
H (6.6464, 3.5647, -5.4234)  0.331
H (6.7661, 3.8792, -2.8674)  0.300
H (5.4502, 1.8149, -2.1502)  0.307
H (5.8463, 1.1674, -3.7777)  0.316
H (4.8904, 2.6341, -3.6521)  0.321
H (8.0783, 1.3014, -3.0630)  0.341
C (5.2961, -5.9632, 2.6381)  -0.556
O (6.4985, -5.5778, 3.2371)  -0.482
H (5.2011, -6.1792, 1.5739)  0.268
H (4.8291, -6.8444, 3.0780)  0.255
H (4.5768, -5.1550, 2.7704)  0.222
H (7.0918, -6.3319, 3.2056)  0.293
C (-2.0944, 0.0943, -6.4214)  -0.576
O (-0.8382, -0.5976, -6.3316)  -0.488
H (-2.8534, -0.3129, -7.0895)  0.272
H (-2.6587, 0.1566, -5.4910)  0.236
H (-1.9806, 1.1182, -6.7775)  0.266
H (-0.3962, -0.4836, -7.1762)  0.291
C (-3.3957, -4.2236, 6.0445)  -0.467
O (-3.6793, -4.3930, 7.4490)  -0.504
H (-2.4235, -4.6524, 5.8015)  0.214
H (-4.1455, -4.6758, 5.3953)  0.241
H (-3.3628, -3.1570, 5.8220)  0.224
H (-4.5255, -3.9769, 7.6289)  0.293
C (-0.6276, -6.0409, -3.8599)  -0.553
O (-1.2205, -4.7126, -3.8265)  -0.487
H (0.2766, -6.0910, -4.4665)  0.288
H (-0.4127, -6.4486, -2.8720)  0.218
H (-1.2911, -6.7384, -4.3711)  0.237
H (-0.8125, -4.0859, -4.4284)  0.297
C (-5.1437, -6.8385, -0.7443)  -0.468
O (-5.3282, -5.9429, -1.8087)  -0.489
H (-4.5905, -6.2913, 0.0190)  0.218
H (-6.1352, -7.1838, -0.4513)  0.207
H (-4.5802, -7.7229, -1.0418)  0.228
H (-4.4299, -5.7088, -2.0535)  0.302
C (-0.1473, 6.7828, -2.8493)  -0.437
O (0.8450, 7.4453, -3.6815)  -0.497
H (-0.5219, 5.9349, -3.4229)  0.236
H (0.4232, 6.3975, -2.0042)  0.179
H (-1.0013, 7.4266, -2.6392)  0.229
H (0.3494, 7.7094, -4.4601)  0.290
C (-7.0225, 0.0822, -0.6213)  -0.475
O (-6.6942, 1.3260, -0.0169)  -0.508
H (-8.0890, 0.1422, -0.8383)  0.258
H (-6.4409, -0.0656, -1.5312)  0.196
H (-6.8071, -0.7781, 0.0125)  0.230
H (-7.2486, 1.4866, 0.7501)  0.298
C (-6.1129, 2.1382, 5.5517)  -0.416
O (-6.9907, 2.6343, 4.5494)  -0.505
H (-5.2540, 2.7920, 5.4006)  0.216
H (-6.4842, 2.1937, 6.5751)  0.254
H (-5.8600, 1.1267, 5.2341)  0.161
H (-7.6440, 3.2370, 4.9120)  0.291

Calculated values
Energy above the lowest of the compared OMol25 structures with the same formula, charge and spin   95.1 kcal per mole
Net charge   0
LUMO   0.009 hartree
DFT total energy   -41053.3153 eV
Highest occupied orbital energy   -0.36399 hartree

***

Record 3
This record from OMol25 describes a cluster of 12 separate species, C17H58O12 in total in a non-equilibrium geometry. The level of theory is wB97M-V/def2-TZVPD.

Last column: Mulliken charge in e.
CARTESIAN COORDINATES (ANGSTROEM)
C (-3.3774, -0.7578, 0.5914)  -0.555
O (-2.6351, -1.8997, 0.1534)  -0.283
H (-4.4624, -0.9503, 0.5551)  0.334
H (-2.9475, -0.4365, 1.5838)  0.267
H (-3.1327, 0.1202, -0.0525)  -0.002
H (-2.6273, -1.9437, -0.8122)  0.217
C (-3.4463, -1.0571, -3.7335)  -0.550
O (-3.0106, -2.1740, -2.9992)  -0.496
H (-3.6020, -1.3357, -4.7791)  0.296
H (-4.4122, -0.8585, -3.3208)  0.284
H (-2.8214, -0.2080, -3.7504)  0.148
H (-2.0445, -2.3192, -2.9304)  0.314
C (2.9350, 1.8492, -1.5749)  -0.420
O (2.9860, 2.8069, -0.5229)  -0.578
H (3.0628, 2.2989, -2.5460)  0.200
H (3.7090, 1.0982, -1.3828)  0.392
H (1.9349, 1.3576, -1.6014)  0.104
H (3.2973, 2.5133, 0.3339)  0.280
C (0.0684, -3.8613, -1.9689)  -0.497
O (-0.5499, -2.5325, -1.9609)  -0.319
H (-0.3690, -4.4339, -1.0838)  0.073
H (-0.0939, -4.4364, -2.8970)  0.300
H (1.1541, -3.8767, -1.8061)  0.289
H (-0.1830, -2.0795, -1.1569)  0.232
C (1.3209, -0.3343, -5.4455)  -0.492
O (1.4776, 0.6696, -4.4362)  -0.412
H (2.3393, -0.5774, -5.8343)  0.208
H (0.7844, -1.1583, -4.9363)  0.122
H (0.7604, 0.0391, -6.2794)  0.258
H (0.5971, 0.7980, -3.9596)  0.325
C (0.0955, 3.3592, -3.7264)  -0.742
O (-0.4835, 2.1148, -3.1553)  -0.437
H (0.1087, 4.2183, -3.0409)  0.266
H (1.0632, 3.1199, -4.0210)  0.323
H (-0.5389, 3.6569, -4.5805)  0.295
H (-1.0877, 2.3539, -2.4352)  0.106
C (0.3232, -0.3243, 0.9913)  -0.427
O (0.1873, -1.7326, 0.6712)  -0.200
H (0.0095, -0.0449, 1.9965)  0.321
H (1.3992, -0.0282, 1.0118)  -0.094
H (-0.1813, 0.3114, 0.2836)  0.282
H (-0.7365, -2.0395, 0.6869)  0.120
C (-0.1157, 4.8524, 2.6996)  -1.228
C (1.0792, 4.5713, 1.8220)  0.259
O (0.6474, 4.3027, 0.5266)  -0.483
H (-0.8238, 4.0349, 2.7872)  0.267
H (-0.7044, 5.5268, 2.0870)  0.294
H (0.1116, 5.1983, 3.6913)  0.409
H (1.6951, 3.6940, 2.2322)  -0.092
H (1.7154, 5.4498, 1.8086)  0.264
H (1.4018, 3.9074, 0.0421)  0.308
C (-3.1143, -4.1471, 2.8129)  -0.947
C (-2.2338, -5.1335, 2.0006)  -0.320
O (-1.6018, -4.5661, 0.8924)  -0.418
H (-2.6037, -3.3407, 3.3285)  0.232
H (-3.6658, -4.5949, 3.7103)  0.366
H (-3.8640, -3.7770, 2.1368)  0.252
H (-2.8048, -6.0433, 1.7495)  0.268
H (-1.4521, -5.3857, 2.6925)  0.248
H (-2.2111, -3.9151, 0.4781)  0.275
C (2.3196, -4.8298, 3.3510)  -1.080
C (2.3538, -3.2786, 3.3618)  -0.095
O (2.7157, -2.7642, 2.0841)  -0.519
H (1.6123, -5.1969, 2.5880)  0.217
H (1.9088, -5.1433, 4.2974)  0.368
H (3.2832, -5.3393, 3.1082)  0.301
H (3.1377, -2.9072, 4.0271)  0.301
H (1.3401, -2.9180, 3.6564)  0.195
H (1.9518, -2.5714, 1.5009)  0.239
C (-2.7278, 4.3915, -1.7100)  -1.086
C (-2.6473, 3.6070, -0.4050)  -0.110
O (-1.6018, 2.6016, -0.5338)  0.003
H (-2.9048, 3.7406, -2.5541)  0.347
H (-1.7819, 4.8482, -1.9573)  0.146
H (-3.5145, 5.1985, -1.7328)  0.378
H (-3.5990, 3.1528, -0.1451)  0.327
H (-2.4132, 4.3058, 0.4631)  0.132
H (-0.8242, 3.0774, -0.1552)  0.110
C (2.9477, 0.8519, 3.7261)  -0.765
C (4.0281, 0.6628, 2.6707)  -0.102
O (4.4220, 1.9405, 2.1108)  -0.585
H (2.4923, -0.1061, 3.8834)  0.182
H (2.1083, 1.4468, 3.3583)  0.053
H (3.2461, 1.2143, 4.7376)  0.363
H (3.6839, 0.0040, 1.8683)  0.204
H (4.8756, 0.1877, 3.1246)  0.394
H (5.2618, 1.9040, 1.6484)  0.280

Calculated values
Energy above the lowest of the compared OMol25 structures with the same formula, charge and spin   72.4 kcal per mole
Net charge   0
LUMO   0.023 hartree
DFT total energy   -43135.5464 eV
Highest occupied orbital energy   -0.35544 hartree

***

| no. | HOMO-LUMO gap (eV) |
| --- | --- |
| 1 | 9.2 |
| 2 | 10.1 |
| 3 | 10.3 |